No. 1
Entry from the Open Molecules 2025 dataset: a structure of composition C32H46AsBF11MnN6O5P (ωB97M-V with the def2-TZVPD basis set).

Values from the calculation:
Kohn-Sham gap (alpha / beta) (eV): 6.5721 / 6.7497
Calculated total energy (eV): -185134.193
⟨S²⟩: 8.84
Highest occupied orbital energy (alpha / beta) (eV): -9.18 / -9.26
Total charge: 0
2S+1: 6

Last column: Löwdin charge in e.
Atoms and positions in Å:
Mn -0.74 0.33 -0.42  1.13
C 0.21 3.48 1.51  -0.06
C -0.74 3.03 2.61  -0.36
C -0.07 2.14 3.65  -0.04
C -1.96 2.39 2.04  -0.24
C -3.25 2.67 2.52  0.00
C -4.09 1.89 1.77  -0.05
N -3.36 1.21 0.90  -0.02
N -2.04 1.49 1.03  0.10
B -3.91 0.37 -0.26  -0.54
N -3.44 -1.07 -0.08  -0.02
C -4.20 -2.16 -0.08  -0.06
C -3.39 -3.24 0.21  0.00
C -2.11 -2.70 0.39  -0.26
N -2.15 -1.37 0.21  0.09
C -0.92 -3.49 0.87  -0.34
C -0.73 -3.22 2.37  -0.05
C 0.36 -3.24 0.08  -0.05
N -3.35 0.99 -1.54  -0.01
C -4.03 1.58 -2.52  -0.05
C -3.14 2.19 -3.38  0.01
C -1.88 1.96 -2.84  -0.21
N -2.02 1.22 -1.72  0.03
C -0.58 2.50 -3.35  -0.37
C -0.78 3.30 -4.63  -0.06
C 0.11 3.36 -2.28  -0.05
H 1.00 4.10 1.92  0.08
H -0.31 4.06 0.74  0.08
H 0.67 2.62 1.04  0.04
H -1.10 3.92 3.13  0.13
H 0.25 1.20 3.21  0.05
H -0.76 1.91 4.46  0.09
H 0.81 2.63 4.07  0.09
H -3.50 3.35 3.32  0.11
H -5.17 1.79 1.79  0.13
H -5.11 0.42 -0.28  0.13
H -5.26 -2.10 -0.28  0.13
H -3.67 -4.28 0.30  0.11
H -1.20 -4.53 0.75  0.13
H -0.34 -2.21 2.53  0.06
H -0.02 -3.93 2.80  0.07
H -1.68 -3.32 2.91  0.09
H 0.65 -2.20 0.10  0.02
H 0.26 -3.53 -0.96  0.06
H 1.19 -3.81 0.52  0.10
H -5.11 1.51 -2.54  0.13
H -3.37 2.75 -4.27  0.11
H 0.06 1.66 -3.58  0.07
H -1.41 4.17 -4.45  0.09
H -1.24 2.69 -5.42  0.09
H 0.19 3.64 -4.99  0.09
H -0.50 4.23 -2.03  0.09
H 1.08 3.70 -2.65  0.09
H 0.30 2.80 -1.37  0.04
C 4.38 2.71 1.94  -0.03
C 3.94 1.58 1.03  -0.57
C 3.54 2.11 -0.34  -0.02
C 5.06 0.56 0.88  -0.03
O 2.77 0.98 1.74  -0.16
P 1.94 -0.32 1.36  0.33
O 2.64 -1.25 0.49  -0.23
O 0.48 0.11 0.91  -0.37
O 1.58 -0.86 2.80  -0.18
C 2.50 -1.22 3.89  -0.59
C 3.82 -1.76 3.36  -0.02
C 1.77 -2.29 4.67  -0.03
C 2.70 0.02 4.75  -0.02
H 5.33 3.12 1.57  0.09
H 4.54 2.33 2.95  0.08
H 3.64 3.51 1.97  0.08
H 4.40 2.61 -0.79  0.10
H 2.73 2.84 -0.26  0.08
H 3.23 1.30 -0.99  0.05
H 5.87 1.01 0.29  0.10
H 4.72 -0.33 0.38  0.08
H 5.48 0.30 1.86  0.07
H 3.65 -2.46 2.54  0.09
H 4.35 -2.27 4.16  0.09
H 4.45 -0.95 2.99  0.06
H 1.64 -3.18 4.05  0.08
H 0.79 -1.94 4.99  0.09
H 2.36 -2.56 5.55  0.09
H 3.09 0.84 4.14  0.07
H 3.41 -0.20 5.55  0.10
H 1.75 0.34 5.19  0.08
F -3.57 -5.11 -5.91  0.18
C -3.03 -4.27 -5.06  -0.12
C -1.74 -4.49 -4.60  -0.14
F -1.07 -5.55 -5.02  0.15
C -1.18 -3.62 -3.71  -0.11
F 0.03 -3.87 -3.28  0.16
C -1.88 -2.45 -3.21  -0.24
O -1.41 -1.67 -2.38  0.09
C -3.22 -2.28 -3.76  -0.11
F -3.93 -1.25 -3.38  0.16
C -3.77 -3.16 -4.63  -0.14
F -5.00 -2.99 -5.10  0.14
F 0.79 0.34 -1.71  -0.33
As 1.88 -0.46 -3.13  0.78
F 1.46 -1.92 -2.38  -0.19
F 3.26 -0.34 -2.15  -0.20
F 0.41 -0.45 -4.02  -0.21
F 2.14 1.16 -3.61  -0.20
F 2.72 -1.16 -4.43  -0.19

***

No. 2
Entry from the Open Molecules 2025 dataset: a structure of composition C35H37F3N8O2STi (ωB97M-V with the def2-TZVPD basis set).

Values from the calculation:
Kohn-Sham gap (eV): 4.7644
Calculated total energy (eV): -94979.527
Highest occupied orbital energy (eV): -18.36
Energy above the lowest of the compared OMol25 structures with the same formula, charge and spin (kcal/mol): 27.66
Total charge: +4

Last column: Löwdin charge in e.
Atoms and positions in Å:
Ti -0.36 -0.03 0.16  1.03
C -1.92 -3.31 2.81  0.03
O -2.81 -3.04 1.69  0.14
C -2.26 -2.12 0.97  -0.30
N -1.09 -1.65 1.32  0.03
C -0.74 -2.31 2.62  -0.20
C 0.58 -3.04 2.66  -0.26
C 0.89 -4.04 1.73  -0.06
C 2.02 -4.82 1.89  -0.03
C 2.85 -4.62 2.99  -0.02
C 2.56 -3.62 3.91  -0.03
C 1.43 -2.83 3.75  -0.03
C -3.02 -1.44 -0.09  -0.17
C -4.29 -1.74 -0.55  0.10
C -4.93 -0.80 -1.35  0.08
C -4.34 0.44 -1.56  0.11
C -3.08 0.66 -1.03  -0.11
N -2.40 -0.30 -0.39  0.05
C -2.41 1.94 -0.81  -0.30
N -1.37 1.95 -0.04  0.03
C -1.06 3.37 0.26  -0.22
C -2.12 4.13 -0.59  0.03
O -2.90 3.06 -1.22  0.13
C -1.20 3.75 1.72  -0.25
C -1.93 2.99 2.63  -0.10
C -2.09 3.42 3.94  -0.05
C -1.54 4.63 4.34  -0.03
C -0.83 5.41 3.43  -0.03
C -0.66 4.97 2.13  -0.02
H -1.61 -4.35 2.75  0.15
H -2.48 -3.15 3.73  0.16
H -0.75 -1.54 3.38  0.14
H 0.21 -4.23 0.90  0.13
H 2.24 -5.61 1.18  0.13
H 3.71 -5.26 3.14  0.13
H 3.20 -3.48 4.78  0.13
H 1.18 -2.08 4.49  0.13
H -4.77 -2.67 -0.27  0.16
H -5.92 -1.01 -1.74  0.15
H -4.86 1.24 -2.08  0.16
H -0.04 3.59 -0.07  0.13
H -1.71 4.76 -1.38  0.14
H -2.80 4.71 0.02  0.16
H -2.39 2.06 2.31  0.10
H -2.66 2.83 4.64  0.12
H -1.68 4.98 5.35  0.13
H -0.41 6.36 3.74  0.13
H -0.11 5.59 1.42  0.13
N 1.87 -1.16 0.70  0.05
N 2.72 -0.50 1.59  0.00
C 2.23 0.44 2.39  -0.71
N 2.98 0.99 3.32  0.20
S 0.59 0.96 2.22  0.88
H 1.56 -2.04 1.14  0.07
H 2.44 -1.43 -0.10  0.11
H 3.64 -0.89 1.76  0.19
H 3.95 0.73 3.48  0.16
H 2.60 1.71 3.92  0.14
C 1.39 4.04 -2.71  0.00
C 1.71 2.56 -3.01  -0.55
C 0.94 2.09 -4.27  0.00
C 3.23 2.35 -3.18  0.00
C 1.25 1.76 -1.90  -0.04
N 0.89 1.10 -1.03  0.11
H 1.77 4.64 -3.54  0.12
H 1.88 4.38 -1.80  0.10
H 0.32 4.21 -2.64  0.08
H 1.27 2.70 -5.11  0.12
H -0.13 2.21 -4.16  0.10
H 1.17 1.05 -4.51  0.09
H 3.56 2.97 -4.02  0.12
H 3.46 1.31 -3.42  0.09
H 3.78 2.65 -2.29  0.10
F 0.60 -3.94 -5.87  0.20
C 1.16 -4.36 -4.74  -0.60
F 0.68 -5.56 -4.43  0.19
F 2.48 -4.43 -4.89  0.19
C 0.81 -3.37 -3.64  -0.04
C -0.44 -3.39 -3.05  0.07
C -0.73 -2.45 -2.07  -0.08
N 0.13 -1.51 -1.65  0.01
C 1.34 -1.50 -2.25  -0.13
C 1.72 -2.40 -3.23  0.07
H -1.18 -4.12 -3.34  0.15
H -1.71 -2.47 -1.62  0.10
H 2.03 -0.73 -1.96  0.09
H 2.70 -2.34 -3.68  0.15

***

No. 3
Entry from the Open Molecules 2025 dataset: a structure of composition C30H60Mg2O38P2 (ωB97M-V with the def2-TZVPD basis set).

Values from the calculation:
Kohn-Sham gap (eV): 1.8963
Calculated total energy (eV): -139358.146
Highest occupied orbital energy (eV): 1.35
Energy above the lowest of the compared OMol25 structures with the same formula, charge and spin (kcal/mol): 0.00
Total charge: -2

Last column: Löwdin charge in e.
Atoms and positions in Å:
Mg 12.85 9.94 -18.27  0.40
Mg 9.52 11.48 -18.80  0.25
P 10.83 9.77 -17.54  0.11
O 9.33 10.25 -17.51  -0.29
O 11.98 10.27 -16.72  -0.29
O 11.18 10.80 -18.58  -0.38
O 11.49 8.74 -18.43  -0.30
P 8.64 13.23 -19.91  0.04
O 9.37 13.35 -18.57  -0.40
O 7.81 12.11 -19.21  -0.46
O 9.42 12.09 -20.59  -0.41
O 7.55 14.14 -20.57  -0.45
C 11.79 9.62 -21.96  0.04
O 13.26 9.82 -22.25  0.05
C 14.05 10.12 -21.24  -0.52
O 13.67 10.23 -20.06  0.07
O 15.25 10.37 -21.74  0.04
C 16.20 10.92 -20.87  -0.05
H 11.51 8.69 -21.46  0.06
H 11.18 9.69 -22.86  0.10
H 11.47 10.39 -21.25  0.09
H 16.91 11.54 -21.42  0.10
H 16.88 10.22 -20.39  0.08
H 15.75 11.52 -20.08  0.10
C 10.98 5.21 -20.23  -0.04
O 10.75 5.16 -21.64  -0.01
C 11.59 5.79 -22.49  -0.54
O 12.50 6.52 -22.10  0.10
O 11.28 5.45 -23.75  0.01
C 11.99 6.01 -24.78  -0.08
H 11.76 4.51 -19.94  0.10
H 10.04 4.91 -19.76  0.10
H 11.23 6.17 -19.77  0.07
H 11.91 7.08 -24.59  0.10
H 11.79 5.74 -25.81  0.10
H 13.07 5.90 -24.67  0.09
C 9.75 6.56 -16.86  -0.04
O 9.49 5.18 -16.88  -0.01
C 8.37 4.64 -16.43  -0.64
O 7.44 5.27 -15.94  0.11
O 8.53 3.37 -16.50  0.02
C 7.80 2.47 -15.63  -0.01
H 10.39 6.84 -16.02  0.09
H 8.77 7.05 -16.85  0.10
H 10.15 6.79 -17.85  0.06
H 7.40 2.92 -14.72  0.10
H 8.49 1.64 -15.44  0.09
H 6.98 2.05 -16.21  0.09
C 15.99 7.40 -19.72  -0.06
O 15.75 6.88 -18.46  -0.02
C 14.68 7.38 -17.68  -0.40
O 14.17 8.46 -17.91  0.12
O 14.44 6.46 -16.71  0.03
C 13.35 6.65 -15.86  -0.03
H 15.39 6.87 -20.45  0.11
H 17.04 7.21 -19.94  0.10
H 15.84 8.48 -19.73  0.07
H 12.58 7.09 -16.49  0.08
H 13.62 7.37 -15.08  0.08
H 12.92 5.76 -15.40  0.11
C 14.52 13.03 -12.27  -0.06
O 15.26 11.86 -12.45  -0.02
C 14.83 10.72 -13.03  -0.57
O 15.61 9.83 -13.38  0.09
O 13.51 10.67 -13.14  0.00
C 12.85 9.62 -13.82  -0.03
H 15.10 13.65 -11.59  0.10
H 13.53 12.85 -11.86  0.08
H 14.22 13.46 -13.23  0.10
H 13.34 9.55 -14.79  0.08
H 11.81 9.94 -13.95  0.08
H 12.89 8.68 -13.27  0.10
C 11.33 14.83 -11.60  -0.06
O 11.68 14.63 -12.93  -0.01
C 10.90 13.96 -13.70  -0.65
O 9.87 13.41 -13.40  0.13
O 11.48 13.96 -14.89  0.02
C 10.81 13.19 -15.88  -0.02
H 11.16 13.89 -11.08  0.10
H 10.47 15.50 -11.56  0.10
H 12.21 15.28 -11.14  0.09
H 9.85 13.63 -16.16  0.11
H 10.70 12.14 -15.61  0.08
H 11.44 13.21 -16.77  0.08
C 8.78 10.20 -14.28  -0.07
O 8.16 9.75 -13.16  -0.01
C 6.85 9.87 -12.99  -0.55
O 6.02 10.19 -13.79  0.16
O 6.49 9.67 -11.68  -0.04
C 7.38 9.24 -10.66  -0.07
H 8.82 9.53 -15.14  0.08
H 9.80 10.44 -14.00  0.07
H 8.40 11.19 -14.56  0.12
H 7.38 8.16 -10.51  0.09
H 6.93 9.74 -9.80  0.08
H 8.29 9.83 -10.76  0.09
C 9.05 8.36 -20.22  -0.01
O 8.00 7.96 -21.04  0.07
C 8.18 7.74 -22.28  -0.59
O 9.13 8.12 -23.00  0.09
O 7.12 7.02 -22.68  0.01
C 7.15 6.62 -24.06  -0.05
H 9.44 9.33 -20.52  0.10
H 9.89 7.67 -20.39  0.07
H 8.75 8.41 -19.17  0.09
H 8.00 5.95 -24.10  0.08
H 7.33 7.44 -24.76  0.09
H 6.32 6.03 -24.44  0.08
C 6.37 10.01 -17.12  -0.03
O 5.00 9.77 -17.42  -0.02
C 4.37 10.65 -18.20  -0.60
O 4.87 11.54 -18.91  0.13
O 3.10 10.39 -18.31  0.00
C 2.38 9.50 -17.49  -0.07
H 6.95 9.28 -17.68  0.08
H 6.52 9.76 -16.07  0.06
H 6.64 11.06 -17.24  0.10
H 2.27 9.89 -16.48  0.09
H 2.92 8.56 -17.40  0.08
H 1.41 9.24 -17.91  0.08
C 12.83 13.81 -19.05  -0.06
O 13.97 13.80 -18.26  0.00
C 14.42 12.63 -17.66  -0.47
O 14.00 11.54 -17.82  0.13
O 15.45 13.05 -16.87  -0.01
C 16.26 12.19 -16.06  -0.01
H 11.95 13.28 -18.69  0.07
H 12.98 13.50 -20.08  0.10
H 12.45 14.82 -19.22  0.10
H 15.97 11.16 -16.27  0.09
H 16.17 12.41 -15.00  0.08
H 17.27 12.41 -16.40  0.09